This record from the OMol25 dataset describes C7H13N3O4 in the gas phase at a distorted geometry. The level of theory is ωB97M-V/def2-TZVPD.

```
27
C7H13N3O4, DFT ωB97M-V/def2-TZVPD
C 2.4537 1.8309 0.7497
C 2.3004 0.9269 -0.4478
N 0.9443 0.5528 -0.6706
C 0.3576 -0.3523 0.1627
O 0.9342 -0.8069 1.1553
C -1.1165 -0.6676 -0.1525
N -1.5256 -1.9112 0.4911
C -2.0033 0.4844 0.3620
C -3.4565 0.4434 -0.1809
N -4.1238 -0.7470 -0.1046
O -4.0539 1.4467 -0.5635
C 3.3089 -0.2761 -0.3893
O 4.2979 -0.3304 0.3254
O 2.9360 -1.3034 -1.2113
H 2.3018 1.3519 1.7155
H 1.8802 2.7599 0.7147
H 3.5418 2.1056 0.6992
H 2.5893 1.5131 -1.3168
H 0.5070 0.8667 -1.5193
H -1.1742 -0.7254 -1.2581
H -1.1227 -1.9649 1.4147
H -1.1700 -2.7213 -0.0410
H -1.5486 1.4196 0.0001
H -1.9730 0.5314 1.4765
H -5.0514 -0.8200 -0.4886
H -3.5918 -1.5689 0.1371
H 3.5583 -2.0379 -1.0597
```

Calculated values
Energy relative to the best compared isomer or geometry (same formula, charge and spin)   8.7 kcal/mol
HOMO   -9.65 eV
SMILES   C[C@H](NC(=O)[C@@H](N)CC(N)=O)C(=O)O
Electronic energy   -739.8286 a.u.
Kohn-Sham gap   10.037 eV
Multiplicity   1
M   203.20 g mol⁻¹
Lowest unoccupied orbital energy   0.389 eV